1.
Below is 2 unconnected molecules or ions with the total composition C2H5B, with properties calculated with ωB97M-V with the def2-TZVPD basis set.

Geometry as ORCA input:
```
! RIJCOSX wB97M-V def2-TZVPD def2/J DEFGRID3
* xyz 0 1
B 1.20070 0.05309 0.33645
C -1.25559 -0.14006 -0.26023
C -0.07126 -0.68349 0.06077
H 2.11075 -0.08846 1.03266
H 1.56693 2.42780 -0.58318
H -2.15551 -0.72438 -0.35783
H -1.35373 0.92372 -0.40546
H -0.04229 -1.76823 0.17682
*
```

As for the HOMO energy (alpha / beta): -9.15 / -7.69 eV. The value obtained for the energy relative to the best compared isomer or geometry (same formula, charge and spin) is 403.2 kJ/mol. For the LUMO energy (alpha / beta), the calculation gives -0.02421 / -0.03266 Ha.

2.
Below is 8 unconnected molecules or ions with the total composition C32H58O16, with properties calculated with ωB97M-V with the def2-TZVPD basis set.

Geometry as ORCA input:
```
! RIJCOSX wB97M-V def2-TZVPD def2/J DEFGRID3
* xyz 0 1
O 0.13200 -20.38876 11.09600
C -0.94484 -19.89917 10.85346
O -1.53790 -19.02917 11.66029
C -0.75715 -18.46884 12.73391
C -1.68294 -17.57710 13.53621
C -1.66072 -20.15657 9.56940
H 0.09448 -17.95466 12.28012
H -0.33948 -19.30179 13.30290
H -2.66515 -18.02113 13.66839
H -1.82746 -16.55429 13.18265
H -1.10800 -17.41756 14.45486
H -1.53280 -19.21938 9.00612
H -2.74304 -20.20000 9.70548
H -1.30982 -20.91792 8.88405
O -1.17212 -15.87410 8.32339
C -2.22931 -15.39097 8.03285
O -3.06459 -14.78469 8.89333
C -2.70652 -14.82960 10.28582
C -3.98433 -15.04075 11.05907
C -2.92553 -15.49349 6.69710
H -2.32565 -13.84257 10.56943
H -1.86540 -15.50877 10.40669
H -4.73661 -14.27270 10.84871
H -3.92071 -14.96978 12.14507
H -4.48689 -15.95248 10.72936
H -3.36879 -14.52409 6.47761
H -3.69400 -16.25956 6.82439
H -2.33966 -15.83611 5.84871
O 4.13993 -14.86312 17.12523
C 2.98550 -14.73889 16.79947
O 2.47935 -15.29279 15.70054
C 3.32223 -16.13216 14.92674
C 2.49003 -16.94578 13.95449
C 1.97645 -13.93885 17.58324
H 3.89554 -16.79363 15.57693
H 4.03095 -15.56138 14.32041
H 1.59063 -17.39456 14.38678
H 3.14087 -17.71505 13.54462
H 2.04208 -16.29807 13.19453
H 2.48832 -13.27810 18.27674
H 1.42578 -14.67064 18.17698
H 1.34634 -13.35258 16.91963
O -1.47468 -19.40944 5.64388
C -1.57480 -20.54321 5.27195
O -2.51230 -20.95850 4.40165
C -3.41985 -20.02819 3.84990
C -4.79449 -20.18480 4.47560
C -0.73319 -21.70554 5.69913
H -3.52209 -20.11558 2.77044
H -3.03986 -19.04003 4.12730
H -5.07684 -21.24274 4.55063
H -5.58402 -19.61205 3.99487
H -4.83457 -19.96207 5.54631
H -0.15778 -21.88514 4.78470
H -1.36261 -22.51326 6.05695
H 0.02736 -21.44147 6.42879
O -1.49513 -21.84238 20.33398
C -0.33887 -21.57701 20.08841
O 0.01238 -20.73194 19.11642
C -1.05442 -20.09787 18.38739
C -0.50234 -19.34361 17.22077
C 0.81226 -22.35053 20.63358
H -1.54687 -19.44557 19.11356
H -1.79661 -20.84626 18.10548
H 0.27321 -19.88407 16.67803
H -0.04316 -18.39455 17.52141
H -1.27688 -18.97129 16.54803
H 0.91002 -22.28887 21.71805
H 1.74855 -22.17809 20.11734
H 0.47895 -23.38755 20.52979
O -7.38587 -20.26096 10.96849
C -6.89806 -19.96396 9.92806
O -5.89770 -20.63114 9.33206
C -5.58644 -20.06924 8.04257
C -6.80454 -19.23480 7.66492
C -7.29162 -18.77811 9.04230
H -5.29721 -20.85425 7.35746
H -4.80657 -19.33644 8.26822
H -7.62078 -19.74841 7.15273
H -6.54986 -18.43805 6.96408
H -8.37274 -18.67735 9.10153
H -6.83450 -17.86399 9.42050
O -0.95169 -15.66570 18.47373
C -1.81864 -15.31570 17.73297
O -1.97202 -15.93597 16.53700
C -3.00285 -15.34007 15.72904
C -3.73437 -14.34949 16.67502
C -2.78813 -14.15084 17.84374
H -3.67824 -16.15144 15.47259
H -2.51644 -14.85708 14.88419
H -4.64852 -14.87382 16.94398
H -3.92828 -13.43431 16.12039
H -3.25804 -14.31528 18.81280
H -2.24207 -13.21353 17.78274
O 2.94528 -20.59768 4.53382
C 2.85927 -20.59949 5.73358
O 2.28177 -19.55643 6.35689
C 1.92554 -19.85012 7.74222
C 2.57144 -21.21328 7.98537
C 3.02277 -21.78904 6.63601
H 0.85098 -19.82961 7.88690
H 2.49237 -19.10820 8.29536
H 2.09037 -21.90137 8.68588
H 3.45629 -21.06018 8.61536
H 2.47298 -22.64339 6.24892
H 4.07389 -22.07692 6.65509
*
```

Its SMILES is CCOC(C)=O.CCOC(C)=O.CCOC(C)=O.CCOC(C)=O.CCOC(C)=O.O=C1CCCO1.O=C1CCCO1.O=C1CCCO1. As for the HOMO energy: -10.05 eV. For the LUMO energy, the calculation gives 0.00629 Ha.

3.
Below is C3H8N2O in the gas phase, with properties calculated with ωB97M-V with the def2-TZVPD basis set.

Geometry as ORCA input:
```
! RIJCOSX wB97M-V def2-TZVPD def2/J DEFGRID3
* xyz 0 1
C 0.97182 1.28037 -0.55180
N 0.31899 0.12019 0.02386
C 0.21667 0.04349 1.46121
C -0.45454 -0.58825 -0.85434
O -0.42111 -0.37705 -2.06711
N -1.27591 -1.61435 -0.48395
H 1.05477 1.10764 -1.62394
H 0.38129 2.19236 -0.38900
H 1.96621 1.40242 -0.11459
H 0.04458 -0.98651 1.78649
H 1.16965 0.36881 1.89551
H -0.57689 0.68876 1.86816
H -1.69144 -1.79347 -1.39707
H -1.68511 -1.83456 0.41643
*
```

Its SMILES is CN(C)C(N)=O. As for the HOMO energy: -9.19 eV. The value obtained for the energy relative to the best compared isomer or geometry (same formula, charge and spin) is 60.7 kJ/mol. For the LUMO energy, the calculation gives 0.02994 Ha.

4.
Below is a gas-phase ion, C5H15N2 (charge +1), with properties calculated with ωB97M-V with the def2-TZVPD basis set.

Geometry as ORCA input:
```
! RIJCOSX wB97M-V def2-TZVPD def2/J DEFGRID3
* xyz 1 1
C 1.88829 0.29205 -0.75476
C 0.19587 -0.22717 1.44638
C -1.87841 0.19484 0.17674
C -0.45135 -1.76647 -0.32208
C 0.35328 0.52455 -0.73603
N 0.06264 1.90770 -0.44867
N -0.49626 -0.28631 0.22654
H 2.25392 0.34158 -1.75884
H 2.08176 -0.65633 -0.26357
H 2.34634 1.05196 -0.07799
H 1.15533 -0.60876 1.24959
H 0.12570 0.74211 1.99885
H -0.34210 -0.82883 2.19059
H -2.54042 -0.46446 0.77317
H -2.08284 1.08085 0.74357
H -2.23551 0.17161 -0.84524
H -0.98241 -1.72340 -1.25552
H 0.60825 -2.20190 -0.31500
H -0.94442 -2.36864 0.40875
H -0.21412 0.31142 -1.84220
H 0.66970 2.38117 -1.08949
H 0.42675 2.13243 0.49520
*
```

Its SMILES is C[C@H](N)[N+](C)(C)C. As for the HOMO energy: -14.06 eV. The value obtained for the energy relative to the best compared isomer or geometry (same formula, charge and spin) is 215.0 kJ/mol. For the LUMO energy, the calculation gives -0.09917 Ha.

Number 1: E_tot -103.83880 hartree. Number 2: E_tot -2457.98445 hartree. Number 3: E_tot -303.86900 hartree. Number 4: E_tot -308.71078 hartree.